# 1
The following is a DFT calculation (ωB97M-V/def2-TZVPD) of C5H2N2O as an isolated structure at a distorted geometry.

## Properties
**Kohn-Sham gap**: 8.04 eV
**HOMO**: -10.13 eV
**Multiplicity**: 1
**Net charge**: 0

Structure (XYZ):
```
10
C5H2N2O | the Open Molecules 2025 dataset | ωB97M-V/def2-TZVPD
C -0.12 0.17 1.25
C 0.02 1.59 1.36
C 0.47 -0.12 -0.20
C 0.05 -1.34 -0.92
C -0.11 -2.10 -1.97
H -0.60 2.31 2.05
H -0.44 -2.75 -3.16
N 0.56 1.99 0.30
N 1.02 0.94 -0.64
O -0.85 -0.69 1.91
```

Löwdin population analysis, charges in e, atoms 1 to 8: -0.247 -0.122 -0.263 -0.066 0.082 0.173 0.187 0.075

# 2
The following is a DFT calculation (ωB97M-V/def2-TZVPD) of C5H2N3O4S as an isolated structure at a distorted geometry.

## Properties
**Kohn-Sham gap**: 9.12 eV
**HOMO**: -5.89 eV
**Multiplicity**: 1
**Net charge**: -1

Structure (XYZ):
```
15
C5H2N3O4S | the Open Molecules 2025 dataset | ωB97M-V/def2-TZVPD
C 0.39 -0.78 0.02
C 2.55 0.74 0.00
C 1.18 0.37 0.00
C 0.59 1.65 -0.02
C -1.89 -2.26 0.00
N 2.65 2.05 -0.02
N 1.42 2.64 -0.04
N -0.91 -0.73 0.03
O -3.01 -1.93 0.16
O -1.11 -3.14 -0.17
O -2.26 1.11 1.24
O -2.28 1.05 -1.24
S -1.56 0.87 0.00
H 0.83 -1.77 0.02
H 3.42 0.12 0.02
```

Löwdin population analysis, charges in e, atoms 1 to 8: -0.099 -0.167 -0.268 -0.164 -0.636 -0.051 -0.025 -0.093

# 3
The following is a DFT calculation (ωB97M-V/def2-TZVPD) of an isolated molecule of C5H2O at a distorted geometry.

## Properties
**Kohn-Sham gap**: 9.41 eV
**SMILES**: C#CC#CC=O
**HOMO**: -10.10 eV
**Multiplicity**: 1
**Net charge**: 0

Structure (XYZ):
```
8
C5H2O | the Open Molecules 2025 dataset | ωB97M-V/def2-TZVPD
C -2.28 -0.19 0.48
C -0.86 -0.29 0.06
C 0.33 -0.10 -0.16
C 1.65 0.19 -0.49
C 2.88 0.39 -0.59
H -2.99 -0.67 -0.18
H 3.94 0.42 -0.66
O -2.67 0.25 1.53
```

Okay, here come the Löwdin numbers, in e, for every atom: -0.272 0.075 -0.044 -0.118 0.155 0.105 0.026 0.073

# 4
The following is a DFT calculation (ωB97M-V/def2-TZVPD) of a 2-piece molecular cluster, C5H2O overall at a distorted geometry.

## Properties
**Kohn-Sham gap (alpha / beta)**: 7.89 / 7.88 eV
**HOMO (alpha / beta)**: -9.47 / -9.47 eV
**Multiplicity**: 1
**Net charge**: 0

Structure (XYZ):
```
8
C5H2O | the Open Molecules 2025 dataset | ωB97M-V/def2-TZVPD
C 0.90 1.05 1.48
C -0.07 0.08 1.81
C -1.40 0.42 -0.42
C 1.23 0.11 0.50
C -0.20 0.01 0.42
O -1.52 1.01 -1.44
H -2.30 0.17 0.24
H 2.72 -0.92 0.27
```

Okay, here come the Löwdin numbers, in e, for every atom: -0.009 0.026 -0.215 -0.079 -0.250 0.106 0.140 0.281

# 5
The following is a DFT calculation (ωB97M-V/def2-TZVPD) of an isolated molecule of C5H2O4 at a distorted geometry.

## Properties
**Kohn-Sham gap**: 10.01 eV
**SMILES**: C#CC1OC(=O)C(=O)O1
**HOMO**: -10.80 eV
**Multiplicity**: 1
**Net charge**: 0

Structure (XYZ):
```
11
C5H2O4 | the Open Molecules 2025 dataset | ωB97M-V/def2-TZVPD
C 0.76 1.25 -1.01
C -0.78 0.33 0.26
C 1.54 0.76 0.38
C -0.99 -1.11 0.03
C -1.18 -2.35 0.21
H -1.54 0.82 0.92
H -1.67 -3.29 0.52
O 1.06 1.88 -1.99
O -0.55 0.95 -0.80
O 0.52 0.44 1.19
O 2.82 0.32 0.29
```

Löwdin population analysis, charges in e, atoms 1 to 8: -0.273 -0.329 -0.211 0.007 0.173 0.191 0.064 0.171

# 6
The following is a DFT calculation (ωB97M-V/def2-TZVPD) of a 9-piece molecular cluster, C5H30N2O8 overall at a distorted geometry.

## Properties
**Kohn-Sham gap**: 8.89 eV
**SMILES**: CNCC[C@H](C)N.O.O.O.O.O.O.O.O
**HOMO**: -8.62 eV
**Multiplicity**: 1
**Net charge**: 0

Structure (XYZ):
```
45
C5H30N2O8 | the Open Molecules 2025 dataset | ωB97M-V/def2-TZVPD
C 0.12 2.33 -1.38
C -0.41 1.34 -0.33
C 0.74 1.19 0.80
C 0.27 0.49 2.13
C 0.00 -2.02 1.81
N 0.79 -0.85 2.30
N -1.70 1.85 0.27
H 0.49 1.79 -2.32
H 1.06 2.87 -1.17
H -0.67 3.05 -1.58
H -0.47 0.22 -0.83
H 1.66 0.69 0.58
H 0.87 2.23 0.96
H 0.85 1.10 2.83
H -0.86 0.54 2.42
H -1.03 -1.74 1.79
H 0.28 -2.28 0.80
H 0.23 -2.82 2.49
H 1.70 -0.83 1.83
H -1.51 2.05 1.25
H -2.24 2.56 -0.18
H 1.93 -0.01 -1.89
H 3.29 -0.27 -2.18
O 2.68 0.48 -2.28
H 3.15 2.19 -1.42
H 2.98 1.75 -0.05
O 3.32 2.51 -0.53
H -0.60 -2.80 -2.89
H -1.34 -3.09 -1.53
O -1.01 -2.37 -2.11
H -2.99 -2.42 0.77
H -3.60 -3.16 -0.41
O -3.17 -3.34 0.42
H 0.32 -1.75 -1.47
H 0.75 -0.95 -0.15
O 1.05 -1.25 -1.04
H -3.71 1.32 -2.64
H -3.12 0.87 -1.25
O -3.90 0.94 -1.78
H -3.35 -0.15 0.37
H -1.92 -0.24 0.12
O -2.66 -0.84 0.33
H 3.55 -0.40 3.08
H 4.51 -0.21 1.92
O 3.64 -0.55 2.12
```

Löwdin population analysis, charges in e, atoms 1 to 8: -0.066 -0.379 -0.141 -0.228 -0.078 -0.123 0.024 0.096

Computed energy relative to the best compared isomer or geometry (same formula, charge and spin), in the same sequence as the records: 499.8, 0.0, 32.6, 642.0, 299.5, 391.9 kJ/mol.
Computed E, in the same sequence as the records: -376.22314, -1055.14473, -266.80636, -266.57424, -492.52356, -919.83764 Ha.